DFT (the ωB97M-V functional and the def2-TZVPD basis) results for a molecular structure, C33H33AuGeN2S2.

Structure (XYZ):
```
72
Properties=species:S:1:pos:R:3:lowdin_charge:R:1
Au 0.254 -0.030 0.269 0.602
Ge -0.160 0.109 2.778 0.891
S 1.389 -2.315 0.193 0.859
S -1.903 -0.291 -0.796 0.676
N 1.723 -0.043 -1.827 -0.219
N -0.023 2.121 -0.543 -0.238
C -3.735 1.708 -0.623 -0.105
C 5.222 -2.145 -0.753 -0.063
C 1.178 3.723 4.468 -0.062
C 0.432 2.571 4.129 -0.104
C -4.162 3.023 -0.538 -0.066
C 5.024 1.922 2.149 -0.067
C 0.303 -1.681 3.371 -0.367
C 1.022 -0.790 -2.889 -0.052
C -3.235 4.049 -0.438 -0.062
C 2.365 1.630 3.030 -0.212
C 2.824 -1.838 -0.591 -0.589
C 5.306 -0.974 -1.506 -0.033
C 0.796 3.018 0.295 -0.057
C -0.189 -4.049 3.382 -0.082
C 2.475 3.840 4.065 -0.021
C 0.996 1.534 3.429 -0.276
C 4.304 0.740 1.868 -0.065
C 3.995 -2.582 -0.314 -0.090
C 1.813 1.393 -2.114 -0.164
C -1.880 3.754 -0.432 -0.018
C 0.469 2.090 -1.947 -0.146
C 3.099 2.802 3.327 -0.167
C -1.448 2.439 -0.522 -0.289
C 2.916 -0.682 -1.421 -0.274
C 1.456 -1.935 4.114 -0.114
C -2.376 1.401 -0.626 -0.596
C 0.963 -4.288 4.120 -0.076
C 1.784 -3.232 4.488 -0.074
C 4.166 -0.256 -1.842 -0.003
C 3.016 0.599 2.302 -0.085
C -0.515 -2.755 3.009 -0.154
C 4.436 2.921 2.870 -0.024
C -2.037 0.542 3.060 -0.228
H 3.047 4.729 4.301 0.118
H -2.280 0.554 4.123 0.033
H 4.256 0.619 -2.472 0.120
H 1.781 2.579 0.448 0.078
H 2.488 -0.329 2.117 0.046
H 0.555 3.120 -2.311 0.140
H -3.560 5.077 -0.357 0.111
H 1.219 -5.298 4.414 0.108
H -0.610 2.525 4.426 0.097
H 4.987 3.824 3.105 0.117
H 6.045 2.025 1.808 0.107
H -0.295 1.594 -2.544 0.114
H 0.918 3.997 -0.176 0.100
H 0.709 4.515 5.037 0.110
H 2.106 -1.119 4.410 0.099
H 2.155 1.571 -3.141 0.136
H -0.833 -4.872 3.100 0.108
H -5.221 3.241 -0.534 0.113
H -0.010 -0.459 -2.966 0.047
H -1.164 4.560 -0.345 0.113
H 3.907 -3.480 0.283 0.112
H 1.010 -1.849 -2.645 0.084
H 0.324 3.133 1.268 0.094
H -2.267 1.517 2.629 0.019
H 1.533 -0.652 -3.848 0.107
H 2.549 1.831 -1.441 0.119
H -1.414 -2.578 2.426 0.100
H 2.677 -3.417 5.071 0.108
H -4.455 0.902 -0.678 0.107
H 6.114 -2.708 -0.517 0.118
H -2.656 -0.206 2.567 0.016
H 4.782 -0.067 1.325 0.094
H 6.268 -0.636 -1.867 0.120
```

The net charge is +1. The LUMO energy (spin up / spin down) is -2.17 / -5.65 eV. Its spin multiplicity is 4. The orbital gap (spin up / spin down) comes out at 7.47 / 5.13 eV. The calculation puts the total energy at -4395.54020 Eh.